{
  "formula": "C41H32AsBN9S3Tl",
  "method": "ωB97M-V with the def2-TZVPD basis set",
  "charge": -2,
  "homo_energy_ev": -1.681,
  "gap_ev": 4.86,
  "species": ["Tl", "S", "N", "C", "C", "C", "C", "C", "N", "C", "C", "N", "C", "C", "C", "C", "C", "N", "H", "H", "H", "H", "H", "H", "S", "C", "C", "C", "C", "C", "N", "H", "H", "H", "H", "S", "C", "C", "C", "C", "C", "C", "As", "C", "C", "C", "C", "C", "C", "C", "C", "C", "C", "C", "C", "H", "H", "H", "H", "H", "H", "H", "H", "H", "H", "H", "H", "H", "H", "B", "N", "C", "C", "C", "N", "N", "C", "C", "C", "N", "H", "H", "H", "H", "H", "H", "H", "H"],
  "coordinates": [[-0.560797, -0.660455, 0.125337], [-0.839059, -8.604468, 2.960524], [-0.417130, -7.257396, 3.743432], [-0.676861, -6.255062, 2.931030], [-0.455925, -4.839271, 3.217000], [0.068988, -4.368609, 4.423452], [0.228183, -3.013499, 4.592328], [-0.129052, -2.163030, 3.539128], [-0.606674, -2.612590, 2.393436], [-0.781416, -3.916343, 2.235028], [-1.364158, -4.346073, 0.935277], [-1.682903, -3.377999, 0.073263], [-2.230234, -3.697074, -1.087660], [-2.478134, -5.022489, -1.459961], [-2.148548, -6.025925, -0.576866], [-1.586598, -5.689006, 0.653532], [-1.226586, -6.673396, 1.673447], [-1.367570, -7.976903, 1.570152], [0.338800, -5.078470, 5.195556], [0.630134, -2.597301, 5.505876], [-0.014803, -1.092052, 3.620236], [-2.488508, -2.861845, -1.737907], [-2.923832, -5.241186, -2.420551], [-2.320005, -7.070420, -0.808776], [-3.281392, -0.292125, -2.157763], [-1.993194, -0.407442, -3.299852], [-2.240956, -0.718987, -4.672844], [-1.207931, -0.961401, -5.541860], [0.110648, -0.901734, -5.075739], [0.281655, -0.559461, -3.752472], [-0.707188, -0.291084, -2.889104], [-3.273315, -0.784351, -4.989022], [-1.412590, -1.211055, -6.578968], [0.960484, -1.103104, -5.714266], [1.287272, -0.483301, -3.340526], [-1.980420, 1.217447, 2.425165], [-2.209142, 2.941485, 2.213597], [-2.787569, 3.724987, 3.243083], [-2.923367, 5.098953, 3.144906], [-2.479089, 5.779629, 2.010006], [-1.915806, 5.038036, 0.982655], [-1.787929, 3.651189, 1.065798], [-1.001193, 2.596448, -0.370637], [0.892448, 3.060966, -0.079147], [1.372525, 4.024021, 0.802073], [2.741042, 4.254491, 0.915257], [3.642713, 3.523761, 0.149827], [3.174332, 2.548873, -0.722008], [1.808918, 2.319739, -0.830245], [-1.340254, 3.846947, -1.868031], [-0.381712, 4.635648, -2.500243], [-0.727064, 5.449707, -3.576934], [-2.034888, 5.479462, -4.041815], [-2.996199, 4.685019, -3.424666], [-2.650084, 3.875098, -2.353490], [-3.122961, 3.203986, 4.131919], [-3.368312, 5.652575, 3.966327], [-2.574592, 6.856174, 1.926915], [-1.580604, 5.549299, 0.086813], [0.677865, 4.582373, 1.418154], [3.103091, 5.001415, 1.612331], [4.707917, 3.694835, 0.250209], [3.871883, 1.947053, -1.293229], [1.443580, 1.532554, -1.484063], [0.644103, 4.624887, -2.152837], [0.032350, 6.062849, -4.049796], [-2.301915, 6.106965, -4.884364], [-4.018439, 4.688831, -3.785632], [-3.398143, 3.236336, -1.894715], [4.040894, -1.198425, 0.950706], [3.099867, -0.334493, 1.834261], [3.405178, 0.060332, 3.086214], [2.441259, 0.968726, 3.488057], [1.576110, 1.063795, 2.373588], [1.973044, 0.267176, 1.390538], [3.257321, -2.043738, -0.114060], [3.889578, -2.911963, -0.917545], [2.956868, -3.469901, -1.774857], [1.752896, -2.850953, -1.387991], [1.949752, -2.002919, -0.383469], [4.639536, -1.981975, 1.678554], [4.838360, -0.476908, 0.364139], [4.278448, -0.323420, 3.590961], [2.379888, 1.496532, 4.427208], [0.667873, 1.644924, 2.251720], [4.953918, -3.072139, -0.826332], [3.121849, -4.190126, -2.560942], [0.753471, -2.981654, -1.787832]],
  "forces_ev_per_angstrom": [[-0.1287, 0.3409, -0.1080], [0.0376, -0.5890, 0.1889], [0.0267, 0.0414, 0.0684], [-0.0184, 0.4751, -0.1542], [0.1081, -0.5807, 0.3017], [-0.0105, -0.0673, 0.0053], [-0.0069, 0.0367, -0.0595], [0.1027, -0.2058, -0.0284], [-0.0260, 0.4839, 0.2557], [-0.2234, -0.0709, -0.6478], [0.0441, 0.3434, 0.1367], [-0.1202, -0.0998, -0.0676], [0.0822, -0.0358, 0.0201], [0.0294, -0.0567, 0.0790], [-0.0658, -0.0980, -0.0979], [0.0923, -0.4643, 0.2132], [-0.0427, 0.5929, -0.2094], [-0.0252, -0.0277, -0.0581], [-0.0039, 0.0187, 0.0050], [-0.0014, -0.0138, 0.0001], [0.0460, 0.2287, 0.0028], [-0.0125, 0.0137, 0.0412], [0.0032, 0.0081, -0.0096], [-0.0036, 0.0246, -0.0134], [0.0720, 0.0817, -0.0993], [0.1912, -0.2955, -0.1929], [-0.0972, 0.0857, 0.2216], [0.0511, -0.0153, 0.0306], [-0.1562, 0.0073, -0.0837], [0.0454, 0.2931, 0.2985], [0.0582, -0.2358, -0.2082], [-0.0087, 0.0132, -0.0349], [-0.0231, 0.0053, 0.0201], [0.0031, -0.0025, 0.0114], [-0.0600, -0.0235, 0.0153], [-0.2178, 0.3053, 0.0313], [0.1229, 0.0957, 0.2183], [-0.0090, -0.0449, -0.0946], [0.0847, -0.0770, -0.0509], [-0.0277, -0.1321, 0.0886], [-0.1326, -0.0797, -0.0165], [-0.0597, 0.0444, -0.0609], [0.1882, 0.1860, -0.0545], [0.0992, -0.0882, -0.3354], [0.0675, 0.0075, -0.0610], [-0.0794, -0.0683, -0.0627], [-0.1284, -0.0366, 0.0105], [-0.0483, 0.0669, -0.0054], [-0.0578, 0.1245, 0.0507], [-0.0309, 0.0212, 0.0238], [-0.0805, 0.0294, 0.0012], [-0.0514, -0.0528, 0.0437], [0.0352, -0.0557, 0.0830], [0.0230, 0.0374, -0.0103], [0.0610, -0.0429, -0.0046], [-0.0074, 0.0244, 0.0157], [-0.0145, -0.0269, 0.0026], [-0.0010, -0.0114, 0.0102], [0.0346, -0.0216, -0.0247], [-0.0045, 0.0226, -0.0041], [0.0020, -0.0020, 0.0206], [0.0071, -0.0041, 0.0165], [-0.0328, -0.0073, 0.0373], [0.0290, 0.0147, 0.0024], [0.0149, -0.0218, 0.0431], [-0.0013, -0.0160, -0.0092], [-0.0047, 0.0061, 0.0058], [0.0119, -0.0070, -0.0043], [0.0049, 0.0013, -0.0273], [-0.1113, 0.0963, 0.0712], [0.0985, -0.5033, -0.1583], [-0.4237, 0.1549, -0.1932], [-0.0974, 0.0832, -0.1805], [0.0193, 0.0493, 0.3957], [0.5364, 0.1663, 0.4249], [0.4280, 0.0980, 0.3198], [-0.1151, -0.1137, -0.2111], [-0.1593, 0.1154, 0.0452], [-0.0345, -0.2851, -0.1473], [0.0143, -0.2167, -0.2014], [-0.0256, 0.1248, -0.0032], [-0.0654, -0.0432, -0.0440], [-0.0296, -0.0106, -0.0619], [-0.0329, -0.0327, -0.0411], [0.2064, -0.1766, 0.1981], [-0.0665, 0.0471, 0.0025], [-0.0207, 0.0205, 0.0526], [0.1238, 0.0231, 0.0099]],
  "mulliken_charge": [0.989, 0.053, -0.712, 0.835, 0.669, -0.545, -1.033, -0.268, 0.151, -0.497, -0.538, -0.030, -0.041, -0.860, -0.542, 0.790, 0.786, -0.706, 0.500, 0.426, 0.452, -0.032, 0.450, 0.490, -0.412, 0.134, -0.877, -0.081, -0.989, -0.199, 0.110, 0.385, 0.324, 0.404, 0.400, -0.333, 0.073, -0.663, -0.447, -0.732, -0.167, -0.446, 0.458, 0.677, -0.132, -0.661, -0.574, -0.444, -0.463, -0.162, 0.132, -0.679, -0.352, -0.674, -0.329, 0.351, 0.310, 0.367, 0.402, 0.325, 0.300, 0.302, 0.367, 0.382, 0.369, 0.371, 0.341, 0.372, 0.341, -0.038, 0.194, -0.612, -1.362, -0.258, 0.470, -0.162, -0.330, -1.322, -0.444, 0.576, -0.197, -0.198, 0.439, 0.391, 0.558, 0.388, 0.375, 0.562]
}